Entry from the Open Molecules 2025 dataset: a gas-phase ion, C2H3O2Se (charge -1) in a non-equilibrium geometry (ωB97M-V/def2-TZVPD).

Last column: natural (NBO) charge in e.
Geometry (Å):
C1 -0.09088 -0.27642 0.03860  -0.71
H1 1.63497 1.26968 -0.74535  0.52
C2 0.76975 0.51864 0.95905  0.78
H2 -1.03995 0.49148 0.17729  0.22
H3 -0.35697 -1.16144 0.66819  0.21
O1 1.63694 1.33047 0.27740  -0.75
O2 0.51621 0.61883 2.14007  -0.64
Se1 0.32524 -0.64018 -1.83524  -0.63

The relative energy (zero: lowest compared OMol25 entry of this formula, charge and spin) is 28.35 kJ/mol. As for the net charge: -1. The highest occupied orbital energy comes out at -2.99 eV. Its max |F| is 3.14 eV Å⁻¹. For the HOMO-LUMO gap, the calculation gives 6.809 eV. For the energy, the calculation gives -2629.97092 a.u.